Entry 1:
Molecular formula: C72H152N8O8
Method: DFT, wB97M-V/def2-TZVPD

XYZ file:
```
240
Properties=species:S:1:pos:R:3:forces:R:3
C 18.4392 18.1407 18.3159 -0.9037 0.8521 -0.0340
C 18.8535 19.1718 19.4117 1.3651 1.1276 -1.5596
C 17.8652 20.4155 19.4102 0.7431 -1.0239 -0.6949
C 16.6777 20.2146 20.2762 0.0321 -0.0718 1.0697
C 17.0990 19.7638 21.6900 0.0080 -0.2795 -2.0031
C 17.9180 18.4238 21.6382 -0.7794 -0.3313 -2.0438
N 19.0849 18.5439 20.7339 -2.2662 4.5782 -1.6581
O 19.9999 17.5129 20.6249 -0.4214 -0.8828 1.0895
C 18.4578 18.2257 22.9883 -0.3050 -1.5695 1.8945
C 16.9461 17.2268 21.1704 0.8082 0.5788 1.8377
C 20.2110 19.7572 18.9022 0.5315 -1.1265 0.5534
H 19.2139 17.4167 18.0633 -0.3596 -0.5346 0.8315
H 18.2324 18.5566 17.3298 0.3355 0.9316 0.0097
H 17.4259 17.8238 18.5627 0.3078 -1.1448 0.1993
H 18.3597 21.3698 19.5913 0.4174 -0.2116 0.7050
H 17.5456 20.5650 18.3789 -0.0241 -0.3303 -0.2396
H 16.0333 19.4324 19.8750 -0.2690 0.3159 -0.2149
H 16.1493 21.1619 20.3835 -0.4217 -0.1293 -0.1782
H 16.1323 19.6393 22.1779 0.3912 -0.3463 0.7700
H 17.6704 20.5873 22.1184 0.1424 -0.2274 0.4038
H 17.6110 18.1663 23.6721 -0.0498 -0.1208 0.2123
H 18.9215 17.2397 23.0190 0.2763 -0.1119 0.3585
H 19.1224 18.9645 23.4362 0.1520 0.2664 -0.6628
H 16.1788 17.5792 20.4811 0.1334 -0.3519 0.1212
H 17.4526 16.3179 20.8456 0.4455 0.4634 -0.6960
H 16.5268 16.8402 22.0993 -0.8096 0.2889 0.0374
H 20.7299 20.4259 19.5890 -0.6005 0.5393 0.1000
H 20.1536 20.1608 17.8914 -0.2205 0.1960 0.1405
H 20.9296 18.9381 18.8718 -0.0326 -0.2758 -0.3433
H 20.3234 17.7083 21.5074 1.4407 -0.9733 0.0736
C 24.9340 19.3483 32.0596 -0.8426 -1.4798 1.8111
C 25.9981 20.2861 31.5902 0.3339 -0.9293 -0.8558
C 25.8112 20.2918 30.0374 -0.1712 0.1871 -0.5560
C 24.7087 21.1575 29.4854 0.3549 0.0614 2.1639
C 24.9624 22.5352 30.1355 0.3105 -0.4152 -2.0273
C 25.0493 22.5794 31.6818 -2.3823 0.2920 0.4949
N 25.9496 21.5967 32.2036 1.4866 0.3208 -1.5223
O 26.1436 21.6250 33.6094 -0.9907 -0.5120 -0.3674
C 25.5038 23.9675 32.0908 0.8998 -0.2577 -0.1084
C 23.5894 22.5020 32.1758 -0.8421 -0.1656 -0.2246
C 27.3613 19.6350 31.8223 0.7507 0.1883 0.0330
H 25.1108 18.3276 31.7203 -0.0038 0.0397 -0.5178
H 23.8859 19.5880 31.8801 0.1503 0.3418 -0.4163
H 24.9909 19.1969 33.1375 0.0634 0.3722 0.3379
H 26.6500 20.6506 29.4408 0.7844 -0.1825 0.5643
H 25.5828 19.2850 29.6877 0.4840 -0.3731 0.3874
H 23.7335 20.8373 29.8523 -0.2216 -0.2857 -0.3240
H 24.7650 21.0630 28.4010 -0.3513 0.7005 -0.0080
H 24.1791 23.0898 29.6187 -0.3242 1.0267 1.1435
H 25.8679 22.9431 29.6864 0.4303 0.0209 0.1987
H 26.5851 23.9444 31.9551 0.1511 0.6930 -0.6189
H 24.9435 24.6447 31.4463 0.5113 0.4795 0.2319
H 25.3998 24.2212 33.1457 -0.6301 -0.1793 0.0029
H 22.9746 21.7358 31.7034 0.2161 -0.2764 -0.1768
H 23.4031 22.3814 33.2430 0.5455 0.1742 0.1285
H 23.1439 23.4398 31.8438 -0.2736 0.0998 0.2767
H 27.6275 19.4025 32.8534 -0.4801 -0.0437 0.1554
H 28.1555 20.3012 31.4852 -0.0425 0.2163 -0.1747
H 27.4639 18.7278 31.2269 -0.1756 -0.1209 0.0625
H 26.8182 22.2911 33.7603 0.2616 0.0040 -0.2128
C 21.4900 23.0622 25.0055 -1.6180 0.6221 1.1308
C 22.4255 22.2372 24.2054 0.1528 -1.6124 -2.4490
C 22.8239 22.9730 22.9197 -0.9454 1.5726 -0.1755
C 23.8229 24.1169 23.0848 -0.4081 -0.3406 -0.3038
C 24.9886 23.4810 23.7239 0.9960 0.6379 0.8435
C 24.7149 22.7708 25.0585 1.5876 -0.1690 0.8882
N 23.6468 21.7990 24.8806 0.8379 0.7400 -1.1993
O 23.4374 21.0989 26.0597 -0.5354 -0.0608 0.3995
C 26.1180 22.0264 25.2699 0.2368 -0.8824 -0.7544
C 24.4540 23.8163 26.2718 -0.1777 -0.6168 -0.8872
C 21.6849 20.9634 23.5886 0.0945 0.6691 1.4030
H 21.9390 23.9503 25.4503 0.0905 -0.1568 0.1156
H 20.9367 22.5035 25.7603 0.6843 -0.3117 0.6479
H 20.6042 23.4264 24.4851 0.2964 0.1630 -0.9257
H 23.1180 22.2882 22.1243 0.5904 -0.1030 0.2467
H 21.8967 23.3952 22.5322 -0.2858 -0.0026 -0.0367
H 23.5258 24.9868 23.6706 -0.6888 -0.0893 -0.0699
H 24.1004 24.4858 22.0974 -0.0091 0.1801 -0.0465
H 25.7225 24.2237 24.0365 0.4092 0.1588 -0.4694
H 25.4246 22.8258 22.9698 0.2389 -0.3262 0.4021
H 27.0078 22.6261 25.4613 -0.5032 0.7427 0.7693
H 26.2326 21.0890 25.8140 -0.8571 0.3432 1.1263
H 26.4948 21.5958 24.3422 -0.7035 0.1545 -0.8852
H 24.1142 24.7842 25.9032 0.0929 0.0786 -0.2890
H 23.6486 23.4912 26.9305 0.1518 -0.4272 -0.1106
H 25.3165 24.0343 26.9016 0.2333 -0.2907 -0.2074
H 21.4838 20.3147 24.4411 -0.1967 -0.3420 -0.1862
H 22.2378 20.4274 22.8171 0.4357 0.1595 0.3274
H 20.7472 21.2462 23.1101 -0.1643 0.2266 0.2196
H 23.7540 20.2364 25.7816 0.0178 -0.7138 0.3319
C 22.5575 18.1852 27.1163 0.4216 -0.2326 -0.7555
C 22.9687 17.3512 25.8394 0.0622 -0.0898 0.6125
C 21.6639 17.1577 24.9958 0.7527 -0.3324 -1.0850
C 21.9316 16.4906 23.5919 0.8425 0.7539 2.5111
C 22.9606 17.3684 22.9184 1.2477 0.6762 -0.7568
C 24.3399 17.7168 23.6726 -0.1865 0.8450 -0.6814
N 24.0180 18.1128 25.0584 -2.1492 0.1454 0.0165
O 25.1051 18.5321 25.8530 -0.2015 -0.3961 -0.4738
C 25.3059 16.5034 23.4224 0.0707 -0.1479 1.7882
C 25.0820 18.9824 23.0254 -0.9607 -1.0225 -0.1646
C 23.4834 15.9810 26.3032 -0.0749 0.0079 0.4148
H 21.8562 17.6978 27.7936 -0.3196 -0.4631 -0.5196
H 22.1021 19.1118 26.7669 0.1321 0.1508 0.2696
H 23.4010 18.3716 27.7810 0.2859 0.3212 -0.3795
H 21.0085 16.4879 25.5525 -0.1629 0.3515 0.2402
H 21.2066 18.1316 24.8214 -0.1833 -0.0013 0.2193
H 21.0150 16.3414 23.0213 0.1207 0.1006 -0.0440
H 22.3406 15.5177 23.8646 0.0672 -0.2953 -0.5094
H 22.5120 18.3123 22.6087 -0.1752 0.1488 0.2258
H 23.2685 16.8997 21.9837 0.1238 0.0497 -0.1569
H 25.6420 16.0384 24.3491 -0.5310 -0.1323 0.5974
H 24.7907 15.7032 22.8909 0.4573 0.1511 -0.4027
H 26.3215 16.7488 23.1120 -0.3794 0.3096 -1.1474
H 26.0721 19.0068 23.4804 0.1042 0.0972 -0.4178
H 25.0796 18.8466 21.9439 0.6901 -0.4686 -0.1128
H 24.6469 19.9794 23.0943 -0.5228 -0.1926 0.9032
H 24.1468 16.0748 27.1630 0.3271 0.1875 -0.0823
H 24.0028 15.4148 25.5301 -0.2139 -0.0253 0.0127
H 22.6467 15.4082 26.7032 -0.0863 -0.2096 -0.2119
H 25.6955 17.7768 25.9043 0.6453 -0.4024 0.2663
C 29.3596 14.9399 24.3056 -0.0816 1.2247 0.9763
C 29.6165 15.5673 25.7579 -0.5654 -0.1937 0.2840
C 31.1163 15.5149 26.0519 1.0968 -1.2188 2.2934
C 31.6542 16.2768 27.3050 -1.0326 0.9900 -1.2590
C 31.2468 17.7454 27.1458 0.2895 -0.4403 0.6389
C 29.7249 17.8441 27.0006 0.1284 0.5892 1.0741
N 29.2882 17.0204 25.8779 1.7815 -0.8874 -0.9218
O 28.0348 17.3751 25.4240 -1.6807 -0.5951 0.0505
C 29.0850 17.5729 28.3873 -0.2319 -0.3320 -0.0308
C 29.3447 19.2612 26.6456 0.8946 1.0602 0.1128
C 28.7841 14.6666 26.7811 0.1686 -0.1953 -0.9025
H 29.8432 15.5398 23.5347 0.0522 0.1174 0.0645
H 28.2957 14.8970 24.0724 -0.0705 0.1188 0.1320
H 29.7390 13.9216 24.2203 0.1712 0.0710 0.4020
H 31.3616 14.5192 26.4212 -0.2140 -0.7205 -0.8647
H 31.8337 15.7383 25.2622 -0.6479 0.1388 -0.5153
H 32.7292 16.1038 27.3543 0.0235 0.2401 0.0115
H 31.2302 15.9514 28.2550 -0.1368 -0.4335 -0.1154
H 31.7467 18.2502 26.3191 0.0958 -0.1009 -0.0986
H 31.5041 18.2212 28.0921 0.0920 0.5760 -0.1894
H 28.5138 18.4197 28.7678 -0.7156 -0.1121 -0.5489
H 28.5035 16.6623 28.2433 -0.2778 0.2438 0.8368
H 29.7875 17.5051 29.2180 0.4090 -0.7419 -0.2651
H 29.7832 19.9951 27.3217 0.2181 -0.2792 0.5097
H 29.8592 19.5089 25.7171 -0.6920 0.1668 -0.5950
H 28.2776 19.4674 26.7288 0.0016 -0.1612 -0.6309
H 27.7189 14.8904 26.7226 -0.0150 0.5395 0.1371
H 29.1026 14.6352 27.8231 0.1571 0.5000 -0.0683
H 28.7834 13.6213 26.4723 0.4439 -0.1213 -0.2579
H 28.1700 18.1698 24.9026 0.0822 0.0317 -0.2551
C 24.8649 27.8031 25.3657 -0.4782 -0.8809 0.2642
C 23.6453 28.5515 24.7475 0.2261 -0.4512 -0.1364
C 24.2024 29.2441 23.4500 -0.7015 1.1621 1.5315
C 23.1183 29.8518 22.5896 -0.6657 -1.7806 -0.9668
C 22.1264 28.6661 22.1535 0.2423 2.0260 1.0658
C 21.4493 27.9513 23.3748 2.2060 -0.3192 -1.1755
N 22.5831 27.6009 24.3003 0.7459 1.0260 -2.7108
O 22.1604 26.6627 25.1942 -0.1540 -0.4580 2.0178
C 20.4635 28.8806 24.0407 -0.3837 0.7270 0.6016
C 20.8772 26.6252 22.7686 0.4792 0.2102 1.5833
C 23.1896 29.5944 25.8302 0.5703 0.5909 -0.6541
H 25.3171 26.9695 24.8283 -0.2231 0.2034 -1.0727
H 24.5986 27.2488 26.2657 -0.1954 0.5931 0.6110
H 25.6838 28.4919 25.5728 -0.2334 0.1312 0.1564
H 24.7774 30.0965 23.8117 0.4385 -0.0180 0.1746
H 24.8912 28.6541 22.8454 -0.2796 -0.5227 0.2591
H 23.6465 30.2409 21.7191 -0.3413 0.0725 -0.3282
H 22.6145 30.7070 23.0402 -0.1238 -0.2145 0.2111
H 22.7007 27.9848 21.5257 -0.1369 -0.2127 0.1823
H 21.3115 29.0994 21.5737 -0.0085 -0.0666 -0.2955
H 20.9430 29.8385 24.2421 0.0688 0.1594 -0.4629
H 19.5606 29.0854 23.4654 -0.0005 -0.1618 -0.1647
H 20.1646 28.6281 25.0581 -0.1136 -0.8234 -0.0942
H 20.1004 26.7830 22.0203 -0.0423 0.1153 0.2036
H 21.6743 26.0043 22.3598 0.2201 0.3902 -0.3326
H 20.5590 26.0222 23.6189 -0.6905 -0.0101 -0.1705
H 22.6476 30.4236 25.3756 -0.5030 -0.2465 -0.0104
H 24.0433 30.1273 26.2489 0.4613 -0.2566 -0.0418
H 22.6680 29.2180 26.7101 -0.2772 -0.4391 -0.3943
H 22.9212 26.0784 25.2324 -0.1592 -0.5377 0.1971
C 15.4973 23.8123 24.2995 0.7144 0.3318 -0.4501
C 16.7119 24.7133 24.6401 -0.4399 0.3658 1.2449
C 17.3885 25.2511 23.4144 -0.4919 -0.1644 -1.9133
C 16.6221 26.3887 22.6623 -0.2752 -0.2487 1.6202
C 16.2791 27.5279 23.6392 0.5391 -0.4248 -0.5676
C 15.5426 27.0540 24.8953 -1.2301 0.0033 -0.4450
N 16.2542 25.8643 25.4581 1.7773 2.0879 -1.5363
O 15.7851 25.5311 26.6776 -1.5789 -1.0273 1.5416
C 15.5051 28.2487 25.8859 0.0248 -1.4822 -0.2832
C 14.0159 26.7838 24.5324 0.9963 -0.5297 -0.2571
C 17.7262 23.8567 25.4561 -0.1980 0.4895 0.7475
H 14.8868 24.2668 23.5192 -0.0588 0.0241 0.0452
H 14.8787 23.6589 25.1837 0.1558 -0.2284 -0.0364
H 15.9140 22.8918 23.8908 -0.3600 -0.3394 0.1655
H 18.4558 25.4626 23.4805 -0.1433 0.3267 0.6821
H 17.3572 24.3427 22.8129 0.2484 0.0395 -0.7888
H 15.6513 26.0063 22.3469 0.2585 -0.1875 -0.7330
H 17.2243 26.8330 21.8698 -0.2162 -0.4425 -0.3223
H 15.6735 28.2821 23.1369 -0.2403 -0.0209 -0.0584
H 17.2368 28.0232 23.7993 0.0580 0.1347 0.8853
H 14.8966 28.0045 26.7567 0.4925 -0.2360 0.3271
H 16.5632 28.4152 26.0875 -0.2232 0.7711 0.5158
H 14.9297 29.0591 25.4384 0.6905 0.2615 -0.3190
H 13.9161 26.3012 23.5601 0.0704 -0.2964 0.0283
H 13.5945 26.1241 25.2908 -0.1690 0.1463 0.0131
H 13.4246 27.6926 24.4201 0.1603 0.1639 0.4088
H 17.1846 23.5288 26.3433 0.1918 -0.3353 0.0648
H 18.6138 24.3766 25.8168 -0.2246 0.7499 0.0188
H 18.2208 23.0043 24.9902 -0.8126 -0.2288 -0.6686
H 16.4628 25.7359 27.3259 0.3234 0.0870 0.1701
C 18.9002 22.5580 30.1516 -0.1076 1.1493 0.2611
C 19.7302 23.9035 30.1614 0.8980 -1.6875 0.8628
C 21.1174 23.5425 29.4820 -0.9359 0.5718 -1.4063
C 21.8366 24.7567 28.9706 0.1882 1.9612 -1.0547
C 20.9511 25.7512 28.1415 0.4388 -1.2295 1.4902
C 19.6294 26.1477 28.8441 0.4827 0.8108 -1.9784
N 18.9691 24.8974 29.3630 0.7984 0.9679 -1.1160
O 17.6263 25.1214 29.8055 0.8627 -0.3899 -0.3633
C 19.9334 27.2419 29.8860 0.1430 -1.2337 0.9878
C 18.8715 26.8292 27.6808 -2.3296 -0.6936 1.0629
C 20.0723 24.2806 31.6246 -1.2934 1.1123 0.2807
H 17.9581 22.6745 30.6873 0.1708 0.0552 0.4488
H 19.5066 21.7735 30.6041 -0.1052 -0.0480 -0.0363
H 18.5496 22.2680 29.1611 0.5736 0.1070 -0.2784
H 21.8935 22.9967 30.0186 -0.8845 -0.3253 0.8699
H 20.8055 22.9011 28.6577 0.3603 -0.0258 -0.4264
H 22.7356 24.5925 28.3766 -0.2056 -0.8687 -0.4563
H 22.3649 25.3173 29.7418 -0.5592 0.1575 0.8501
H 20.6982 25.3081 27.1782 0.0925 -0.0393 -0.0403
H 21.5272 26.6628 27.9830 -0.0942 0.0275 -0.2533
H 19.1260 27.4585 30.5854 -0.2187 -0.6258 0.2967
H 20.7544 26.6973 30.3525 0.1864 1.0344 1.0821
H 20.2047 28.2657 29.6285 0.4125 -0.3868 -0.9916
H 17.9697 27.1966 28.1705 -0.4035 0.4936 -0.1525
H 19.3105 27.6949 27.1848 0.6141 -0.3009 0.3010
H 18.4682 26.1404 26.9386 0.5008 -0.1287 -0.1935
H 20.2305 23.4650 32.3303 0.2393 -0.3071 -0.4658
H 19.2185 24.8143 32.0422 -0.3946 -0.0061 0.1549
H 20.8591 25.0249 31.7475 0.4076 -0.2806 -0.3475
H 17.6560 25.8298 30.4527 0.1038 0.2756 0.4649
```
Positions in Å, forces in eV/Å.

Values from the calculation:
- Spin multiplicity: 1
- SMILES string: CC1(C)CCCC(C)(C)N1O.CC1(C)CCCC(C)(C)N1O.CC1(C)CCCC(C)(C)N1O.CC1(C)CCCC(C)(C)N1O.CC1(C)CCCC(C)(C)N1O.CC1(C)CCCC(C)(C)N1O.CC1(C)CCCC(C)(C)N1O.CC1(C)CCCC(C)(C)N1O
- HOMO: -7.69 eV
- E_tot: -3873.9191 a.u.

=====

Entry 2:
Molecular formula: C5H6FO4S
Method: DFT, wB97M-V/def2-TZVPD

XYZ file:
```
17
Properties=species:S:1:pos:R:3:forces:R:3
C -0.9411 2.9208 -0.2956 1.3720 -0.1779 2.5556
C -0.5035 2.1641 0.7203 -0.5296 -2.0215 -0.9591
C -1.5431 -0.6045 -0.8372 1.0091 1.8805 1.5014
C 1.4113 -2.3735 -0.0402 -1.1966 1.1401 -0.4378
C -0.5834 -0.1545 0.4186 -0.4575 3.3165 -0.4782
O -2.3493 0.1362 -1.3354 -1.1592 1.8808 -0.2549
O -1.2451 -1.7355 -1.0853 1.0720 -3.9891 -0.7160
O 1.8336 -0.2641 1.5051 0.0517 -0.1037 0.7773
O 1.6938 0.3423 -0.8549 -0.5277 -1.3283 0.1726
F -0.9905 -0.7273 1.5688 -0.0250 0.0792 0.1472
S 1.1960 -0.4892 0.2342 0.2015 -0.1211 -0.5192
H -0.9422 4.0282 -0.3208 -0.0450 -0.7331 0.2571
H -1.1973 2.3743 -1.1374 -0.7757 -0.6422 -1.8010
H -0.1553 2.4057 1.7261 -0.0550 -0.0505 -0.3516
H 2.3685 -2.5607 0.4489 -0.0648 -0.0500 -0.2638
H 0.5662 -2.9625 0.4284 0.9494 1.0388 -0.4913
H 1.3814 -2.4998 -1.1437 0.1802 -0.1185 0.8617
```
Positions in Å, forces in eV/Å.

Values from the calculation:
- Spin multiplicity: 1
- Charge: -1
- HOMO: -4.78 eV
- E_tot: -993.0491 a.u.

=====

What are the relative energy (zero: lowest compared OMol25 entry of this formula, charge and spin) values for these records? In order: 175.7; 52.8 kcal per mole.